Record 1
Computed, not measured: an isolated ion of composition C2H2N4P and charge +1 at a distorted geometry, with wB97M-V/def2-TZVPD.

ORCA input file:
```
! RIJCOSX wB97M-V def2-TZVPD def2/J DEFGRID3
* xyz 1 1
C -0.9024 -1.3237 -0.4240
C -1.2055 -1.7375 -1.5755
N 2.4344 2.8072 1.6967
N 0.3197 -0.8024 0.1548
N 0.6350 0.3194 0.4222
N 1.4835 2.3637 1.3228
P 0.0787 1.8572 0.6455
H -1.6990 -1.0917 0.1604
H -1.1444 -2.3922 -2.4028
*
```

Values from the calculation:
LUMO (alpha / beta): -6.90 / -6.91 eV
Kohn-Sham gap (alpha / beta): 6.66 / 6.66 eV
energy relative to the best compared isomer or geometry (same formula, charge and spin): 85.45 kcal/mol
max |F|: 4.58 eV/Å
electronic energy: -17340.905 eV


Record 2
Computed, not measured: a single FH3NOP molecule at a distorted geometry, with wB97M-V/def2-TZVPD.

ORCA input file:
```
! RIJCOSX wB97M-V def2-TZVPD def2/J DEFGRID3
* xyz 0 1
N 1.1332 -0.3249 0.3565
O -1.0111 1.4346 -0.1062
F -1.3593 -0.8850 -0.8102
P -0.9946 -0.0165 0.5202
H 1.4501 -0.7637 1.2077
H 1.1397 -1.0480 -0.3678
H -0.3580 1.6036 -0.8002
*
```

Values from the calculation:
LUMO: 0.89 eV
Kohn-Sham gap: 10.43 eV
energy relative to the best compared isomer or geometry (same formula, charge and spin): 18.09 kcal/mol
SMILES string: NP(O)F
max |F|: 3.85 eV/Å
electronic energy: -15593.387 eV


Record 3
Computed, not measured: a single C17H15N3O4S molecule at a distorted geometry, with wB97M-V/def2-TZVPD.

ORCA input file:
```
! RIJCOSX wB97M-V def2-TZVPD def2/J DEFGRID3
* xyz 0 1
C -5.7318 -0.1301 -0.4762
H -5.2404 -1.1083 -0.4602
O -4.9501 0.8297 -1.1444
C -3.7175 1.1245 -0.6467
C -2.9888 2.0829 -1.3545
C -1.7310 2.4530 -0.9368
C -1.1681 1.8795 0.2025
C -1.8900 0.9290 0.9102
C -3.1531 0.5525 0.4873
H -3.6832 -0.1916 1.0596
H -1.4689 0.4797 1.7935
N 0.1252 2.2870 0.5670
C 0.9059 1.8118 1.5614
O 0.5781 1.0216 2.4162
C 2.3230 2.3927 1.5560
H 2.3153 3.4049 1.9627
H 2.9602 1.7635 2.1779
S 3.0744 2.5549 -0.1031
C 2.7958 0.9555 -0.7014
N 3.2003 0.4583 -1.8282
N 2.7034 -0.7885 -1.8926
C 2.0179 -1.0004 -0.8100
C 1.2720 -2.1794 -0.4433
C 0.4967 -2.1779 0.7113
C -0.2351 -3.3122 1.0429
C -0.1767 -4.4367 0.2250
C 0.6020 -4.4274 -0.9209
C 1.3265 -3.3051 -1.2665
H 1.9350 -3.2735 -2.1548
H 0.6380 -5.3067 -1.5458
H -0.7435 -5.3202 0.4888
O -0.9936 -3.2778 2.1666
H -1.4284 -4.1290 2.3004
H 0.4512 -1.3149 1.3570
O 2.0422 0.0894 0.0052
H 0.5457 2.9603 -0.0631
H -1.1758 3.1917 -1.4978
H -3.4328 2.5212 -2.2337
H -6.6580 -0.2023 -1.0440
H -5.9596 0.1795 0.5489
*
```

Values from the calculation:
LUMO: 0.38 eV
Kohn-Sham gap: 8.48 eV
energy relative to the best compared isomer or geometry (same formula, charge and spin): 19.20 kcal/mol
SMILES string: COc1ccc(NC(=O)CSc2nnc(-c3cccc(O)c3)o2)cc1
max |F|: 1.72 eV/Å
electronic energy: -41367.517 eV


Record 4
Computed, not measured: a 5-piece molecular cluster, C16H24F16NO11S2 overall at a distorted geometry, with wB97M-V/def2-TZVPD.

ORCA input file:
```
! RIJCOSX wB97M-V def2-TZVPD def2/J DEFGRID3
* xyz -1 1
N -0.2707 2.4117 0.6489
O 0.1088 1.3987 1.1905
O -0.4099 3.4764 1.2372
O -0.4974 2.3740 -0.5627
O -1.1394 -3.5683 -1.2796
S -1.9232 -3.0085 -0.1329
O -3.3186 -3.4252 0.0508
O -1.0908 -3.2665 1.2821
C 0.3688 -3.2415 1.3251
C 0.8594 -4.6191 0.8578
C -1.9043 -1.1777 -0.1401
H 0.7191 -3.1201 2.3501
H 0.7275 -2.4231 0.7009
H 0.1522 -5.3824 1.1823
H 1.8438 -4.7869 1.2948
H 0.8995 -4.5098 -0.2260
H -0.8818 -0.8001 -0.1286
H -2.2820 -0.8815 0.8385
H -2.4609 -0.7732 -0.9854
O -6.3245 1.9330 -0.2911
S -5.0125 1.3175 -0.0446
O -4.4976 1.0427 1.2953
O -4.8839 -0.0556 -0.8920
C -5.1014 -0.0033 -2.2934
C -5.2547 -1.4415 -2.7758
C -3.7382 2.3136 -1.0245
H -4.2786 0.4599 -2.8381
H -6.0493 0.5253 -2.3938
H -6.1421 -1.9414 -2.3875
H -4.3721 -1.9966 -2.4579
H -5.4584 -1.4015 -3.8459
H -3.2541 3.0297 -0.3604
H -4.2301 2.8404 -1.8422
H -2.9317 1.6593 -1.3555
C 1.7288 -0.8470 -2.3196
C 3.0436 -0.3614 -1.6821
C 2.9502 1.0227 -1.0348
F 4.1332 1.4306 -0.5403
F 2.6137 1.9317 -1.8717
F 3.2184 -1.2569 -0.6634
F 4.1597 -0.4648 -2.4357
O 1.0577 0.1533 -3.0971
C -0.1960 -0.1917 -3.7053
C -0.8837 1.0750 -4.3461
F -0.0551 1.6521 -5.2436
F -2.0318 0.9057 -4.8994
F -0.0507 -1.1695 -4.5663
F -1.0021 -0.6930 -2.7501
H 1.1075 -1.2969 -1.5452
H 1.9300 -1.6456 -3.0336
H 2.3031 1.0968 -0.1607
H -1.0223 1.8687 -3.6120
C 2.8562 1.7363 3.6456
C 3.5274 3.1082 3.4708
C 2.6939 4.2568 4.1228
F 2.2678 4.0330 5.3981
F 3.3182 5.4219 4.0893
F 4.7632 3.0201 4.0104
F 3.7130 3.3122 2.1478
O 3.7177 0.6457 3.3445
C 3.0781 -0.5873 3.1442
C 4.2724 -1.5448 2.7197
F 3.8680 -2.7187 2.2728
F 5.0874 -1.0853 1.7879
F 2.4891 -1.0551 4.2885
F 2.1246 -0.5158 2.2412
H 1.9113 1.6537 3.1084
H 2.5685 1.5304 4.6766
H 1.7981 4.3917 3.5165
H 4.9703 -1.7714 3.5257
*
```

Values from the calculation:
LUMO: 2.48 eV
Kohn-Sham gap: 8.24 eV
energy relative to the best compared isomer or geometry (same formula, charge and spin): 0.00 kcal/mol
max |F|: 4.32 eV/Å
electronic energy: -106140.850 eV


Record 5
Computed, not measured: a 16-piece molecular cluster, C25H27Cl45N overall at a distorted geometry, with wB97M-V/def2-TZVPD.

ORCA input file:
```
! RIJCOSX wB97M-V def2-TZVPD def2/J DEFGRID3
* xyz 1 1
C -1.3326 0.5986 -1.6969
C -1.7828 0.0232 -2.6717
C -1.8788 -0.5273 -4.1021
C -1.7385 -2.0847 -4.1851
C -0.3085 -2.6297 -3.7920
C 0.7598 -1.5310 -3.8105
C 1.2418 -1.0675 -2.5283
C 2.2033 -0.0135 -2.5371
C 2.6159 0.5215 -3.7757
N 2.1507 0.0353 -4.9377
C 1.2353 -0.9660 -5.0058
H -0.7920 0.8418 -0.7954
H -2.9096 -0.2693 -4.4527
H -1.2040 0.0184 -4.7813
H -2.5053 -2.5519 -3.5277
H -1.9112 -2.3818 -5.2380
H -0.3713 -3.0701 -2.7799
H -0.0478 -3.4776 -4.4525
H 0.8655 -1.5230 -1.6072
H 2.5792 0.3677 -1.5858
H 3.3218 1.3478 -3.7521
H 2.4792 0.4257 -5.8239
H 0.8727 -1.3271 -5.9702
C -3.8316 -0.2966 1.6685
Cl -2.6957 -0.6185 2.9839
Cl -4.9831 0.9518 2.1506
Cl -2.9621 0.1737 0.1953
H -4.3840 -1.2065 1.4625
C 3.8603 0.5366 -9.2114
Cl 3.2768 -0.8644 -10.1094
Cl 2.6303 1.0841 -8.0510
Cl 5.3763 0.1664 -8.3848
H 4.0401 1.3418 -9.9140
C -5.6868 0.0672 5.8459
Cl -4.8624 -1.1426 6.8424
Cl -7.2666 -0.5297 5.3267
Cl -5.8585 1.5920 6.7217
H -5.0844 0.2472 4.9620
C 6.8762 0.2802 -4.6717
Cl 7.4091 0.4554 -6.3414
Cl 5.1025 0.2385 -4.6190
Cl 7.5550 -1.1684 -3.9340
H 7.2142 1.1411 -4.1085
C 6.1689 3.7012 -1.7500
Cl 7.1992 3.6609 -3.1837
Cl 4.7189 2.7122 -1.9896
Cl 7.0559 3.1521 -0.3304
H 5.8579 4.7264 -1.5852
C -2.6405 -4.3731 5.7209
Cl -1.1743 -5.3235 5.4481
Cl -2.6193 -3.6001 7.3070
Cl -2.8335 -3.1355 4.4758
H -3.4915 -5.0423 5.6746
C 5.6689 1.6090 3.1558
Cl 5.6900 0.2604 4.2917
Cl 4.6880 1.2134 1.7367
Cl 5.0694 3.0740 3.9345
H 6.6844 1.7910 2.8250
C -4.2753 -2.4429 10.9260
Cl -4.1254 -4.1403 10.4517
Cl -3.0498 -1.4578 10.1178
Cl -5.8937 -1.8379 10.5657
H -4.1159 -2.3737 11.9951
C 9.7079 5.6857 -0.4019
Cl 10.8288 5.3330 0.9144
Cl 8.5615 6.9453 0.0750
Cl 10.5847 6.1607 -1.8591
H 9.1495 4.7835 -0.6217
C -3.8466 4.8426 3.9383
Cl -2.9957 5.7871 2.7112
Cl -5.5925 5.0530 3.7873
Cl -3.4158 3.1337 3.8180
H -3.5440 5.2027 4.9142
C -5.4540 -4.1393 -2.6652
Cl -5.1874 -5.5942 -1.7046
Cl -5.0514 -2.6964 -1.7431
Cl -4.4987 -4.1793 -4.1516
H -6.5032 -4.0967 -2.9328
C -5.3489 -0.7579 -6.4242
Cl -5.5114 -0.9482 -4.6750
Cl -4.0754 0.4086 -6.8063
Cl -5.0126 -2.3102 -7.1950
H -6.2867 -0.3807 -6.8142
C 0.3823 4.4661 -6.4964
Cl 0.8996 4.6378 -8.1733
Cl -1.3743 4.3787 -6.3882
Cl 1.1205 3.0308 -5.7617
H 0.7163 5.3366 -5.9447
C -0.1138 -7.6060 8.3931
Cl -1.3167 -6.3659 8.7510
Cl 0.6821 -8.1518 9.8718
Cl -0.8551 -8.9676 7.5456
H 0.6373 -7.1714 7.7443
C -2.1461 2.6041 8.6308
Cl -3.3433 3.8551 8.9855
Cl -1.3605 2.0569 10.1151
Cl -2.8976 1.2491 7.7870
H -1.3894 3.0319 7.9844
*
```

Values from the calculation:
LUMO: -3.72 eV
Kohn-Sham gap: 8.04 eV
max |F|: 2.58 eV/Å
electronic energy: -591352.197 eV


Record 6
Computed, not measured: a single C3H2O molecule, with wB97M-V/def2-TZVPD.

ORCA input file:
```
! RIJCOSX wB97M-V def2-TZVPD def2/J DEFGRID3
* xyz 0 1
O -1.0916 1.3930 -0.1892
C -0.9610 0.1976 -0.2080
C 0.3236 -0.4011 -0.5894
C 1.3600 -0.4581 0.0337
H -1.7256 -0.4994 0.1841
H 2.0946 -0.2320 0.7688
*
```

Values from the calculation:
LUMO: 0.02 eV
Kohn-Sham gap: 10.56 eV
energy relative to the best compared isomer or geometry (same formula, charge and spin): 18.92 kcal/mol
SMILES string: C#CC=O
max |F|: 0.95 eV/Å
electronic energy: -5187.371 eV


Record 7
Computed, not measured: C42H46GeMnN5O2S2 as an isolated structure, with wB97M-V/def2-TZVPD.

ORCA input file:
```
! RIJCOSX wB97M-V def2-TZVPD def2/J DEFGRID3
* xyz -1 6
Mn 0.6352 0.2832 -0.4751
C 4.9115 3.4590 3.5917
C 3.4656 3.3123 3.2018
C 2.7333 4.3998 2.7400
C 1.4057 4.2565 2.3600
C 0.8038 3.0153 2.4551
C 1.5096 1.9185 2.9316
C 2.8353 2.0723 3.2950
S -0.8671 2.7958 1.9099
O -1.4499 4.1116 1.7417
O -1.4927 1.9120 2.8622
N -0.6240 2.0343 0.5271
C -1.2757 2.2678 -0.6427
C -2.1928 3.2798 -0.9955
C -2.6628 3.3063 -2.2900
C -2.2484 2.3608 -3.2301
C -1.3662 1.3864 -2.8126
N -0.9234 1.3308 -1.5584
H 5.2544 4.4844 3.4570
H 5.5434 2.8079 2.9854
H 5.0655 3.1834 4.6365
H 3.2087 5.3712 2.6668
H 0.8331 5.0955 1.9881
H 1.0205 0.9552 3.0132
H 3.3887 1.2115 3.6524
H -2.4901 4.0115 -0.2634
H -3.3610 4.0836 -2.5789
H -2.5958 2.3870 -4.2532
H -1.0050 0.6036 -3.4705
C 2.3988 -0.2924 0.4268
H 3.1747 0.4431 0.2107
H 2.6908 -1.2515 -0.0089
H 2.2798 -0.4062 1.5050
C -3.9157 -3.1097 -1.6506
N -2.6477 -2.7700 -2.2693
C -2.4224 -2.0104 -3.3447
S -0.9266 -2.0171 -4.1189
N -3.4225 -1.2248 -3.8336
C -4.3973 -0.5106 -3.0160
H -3.7409 -3.9695 -1.0078
H -4.6492 -3.3896 -2.4104
H -4.3148 -2.3080 -1.0288
H -1.8282 -3.2508 -1.9278
H -3.0961 -0.7218 -4.6418
H -5.2669 -1.1216 -2.7771
H -4.7379 0.3511 -3.5867
H -3.9520 -0.1476 -2.0868
C 2.3085 3.2692 -0.7289
C 2.9322 2.8233 -2.0135
C 3.8143 3.6442 -2.6844
C 4.3765 3.2728 -3.9052
C 4.0464 2.0428 -4.4793
C 3.1742 1.1812 -3.8562
C 2.8104 -0.1405 -4.4574
C 2.5738 1.5364 -2.5792
N 1.7476 0.6970 -2.0270
H 2.8124 4.1546 -0.3399
H 2.3436 2.4898 0.0358
H 1.2516 3.5146 -0.8696
H 4.0716 4.6045 -2.2500
H 5.0656 3.9393 -4.4090
H 4.4838 1.7610 -5.4315
H 3.2924 -0.2748 -5.4268
H 1.7288 -0.2277 -4.5731
H 3.1029 -0.9564 -3.7942
C 0.4106 -6.0934 -0.6321
C -0.0486 -5.8935 0.6645
C -0.2859 -4.6069 1.1273
C -0.0798 -3.4916 0.3105
C 0.4095 -3.7138 -0.9775
C 0.6440 -5.0003 -1.4522
Ge -0.4686 -1.6342 0.9165
C -2.4471 -1.5759 1.1591
C -3.1477 -2.5950 1.8080
C -4.5166 -2.5140 2.0219
C -5.2196 -1.3917 1.6023
C -4.5417 -0.3597 0.9705
C -3.1719 -0.4590 0.7494
C 0.1288 -1.7089 2.8092
C -0.5972 -1.0849 3.8247
C -0.1287 -1.0589 5.1326
C 1.0794 -1.6609 5.4541
C 1.8151 -2.2905 4.4584
C 1.3417 -2.3108 3.1532
H 0.5928 -7.0975 -0.9960
H -0.2190 -6.7429 1.3160
H -0.6179 -4.4662 2.1504
H 0.5995 -2.8691 -1.6334
H 1.0075 -5.1398 -2.4630
H -2.6160 -3.4721 2.1601
H -5.0344 -3.3217 2.5266
H -6.2858 -1.3166 1.7804
H -5.0738 0.5328 0.6610
H -2.6544 0.3583 0.2635
H -1.5275 -0.5812 3.5884
H -0.7062 -0.5543 5.8980
H 1.4483 -1.6364 6.4728
H 2.7604 -2.7636 4.6978
H 1.9293 -2.8068 2.3876
*
```

Values from the calculation:
LUMO (alpha / beta): 2.51 / 1.93 eV
Kohn-Sham gap (alpha / beta): 6.88 / 6.78 eV
energy relative to the best compared isomer or geometry (same formula, charge and spin): 4.14 kcal/mol
<S²>: 8.976
max |F|: 0.32 eV/Å
electronic energy: -165354.518 eV